{"formula": "C3H12IO3", "method": "ωB97M-V/def2-TZVPD", "elements": ["I", "O", "O", "O", "C", "C", "C", "H", "H", "H", "H", "H", "H", "H", "H", "H", "H", "H", "H"], "positions_angstrom": [[1.396, 3.854, -1.366], [-0.635, -1.962, -0.291], [-3.339, 1.112, -3.721], [4.814, -0.016, 1.863], [-4.626, 1.701, -3.337], [4.388, -0.191, 3.215], [-0.334, -2.543, 0.919], [-2.636, 1.753, -3.589], [-0.265, -3.617, 0.747], [5.067, 0.357, 3.868], [-4.876, 1.242, -2.381], [-4.517, 2.771, -3.159], [4.478, -1.244, 3.481], [-1.229, -2.284, 1.484], [0.448, -2.193, 1.593], [4.416, 0.804, 1.560], [-5.474, 1.466, -3.980], [3.331, 0.022, 3.376], [-0.405, -1.031, -0.282]], "homo_lumo_gap_ev": 6.33, "charge": -1}

---

{"formula": "C4H6N2O", "method": "ωB97M-V/def2-TZVPD", "elements": ["O", "N", "N", "C", "C", "C", "C", "H", "H", "H", "H", "H", "H"], "positions_angstrom": [[-2.722, 0.862, 0.177], [-0.424, 0.971, 0.229], [-1.322, -1.143, 0.221], [0.088, -1.234, 0.044], [0.573, 0.023, 0.049], [1.986, 0.449, -0.032], [-1.508, 0.284, 0.336], [-1.860, -1.298, -0.621], [-2.562, 1.589, -0.454], [2.212, 1.054, 0.846], [2.180, 1.061, -0.920], [0.706, -2.117, 0.178], [2.639, -0.425, -0.059]], "smiles": "Cc1c[nH]c(O)n1", "homo_lumo_gap_ev": 9.39}

---

{"formula": "C5H8FIO4", "method": "ωB97M-V/def2-TZVPD", "elements": ["I", "F", "O", "O", "O", "O", "C", "C", "C", "C", "C", "H", "H", "H", "H", "H", "H", "H", "H"], "positions_angstrom": [[3.433, -0.550, 0.660], [2.426, 0.819, -1.490], [0.246, 2.626, -0.264], [-1.720, -2.480, -0.920], [0.848, -0.681, -0.887], [-0.885, 0.305, 2.094], [-0.270, -0.752, -0.055], [-0.469, 0.539, 0.778], [1.805, 0.194, -0.515], [-1.538, -1.101, -0.827], [0.636, 1.605, 0.662], [-0.098, -1.611, 0.673], [1.342, 1.755, 1.464], [-2.282, -0.784, -0.104], [-1.661, -0.497, -1.729], [-1.273, 1.045, 0.343], [-1.184, -2.807, -1.641], [1.056, 2.868, -0.643], [-0.413, -0.493, 2.402]], "homo_lumo_gap_ev": 9.01}

---

{"formula": "C10H24ClINOP2Pr", "method": "ωB97M-V/def2-TZVPD", "elements": ["Pr", "I", "Cl", "P", "P", "O", "N", "C", "C", "C", "C", "C", "C", "C", "C", "C", "C", "H", "H", "H", "H", "H", "H", "H", "H", "H", "H", "H", "H", "H", "H", "H", "H", "H", "H", "H", "H", "H", "H", "H", "H"], "positions_angstrom": [[0.003, 0.475, 0.232], [0.000, 0.026, -3.755], [-0.015, -1.914, -0.709], [-2.713, -0.118, 0.678], [2.711, -0.158, 0.675], [0.019, 2.545, -5.304], [0.001, 0.178, 2.705], [0.011, 1.362, -5.573], [3.282, 0.050, -1.092], [0.000, -0.005, 5.287], [-3.616, 1.140, 1.655], [-3.316, -1.782, 1.193], [-3.283, 0.095, -1.088], [3.290, -1.832, 1.186], [0.000, 0.056, 3.867], [3.634, 1.084, 1.653], [0.007, 0.804, -6.986], [0.891, 0.177, -7.150], [-3.306, 2.131, 1.295], [-0.900, 0.505, 5.671], [4.730, 1.020, 1.625], [2.757, -2.582, 0.581], [3.023, -1.968, 2.245], [-3.048, -1.921, 2.252], [-2.761, -0.644, -1.733], [-3.299, 1.020, 2.701], [4.369, -2.032, 1.091], [3.339, 2.081, 1.293], [3.047, 1.082, -1.427], [0.000, -1.045, 5.645], [-4.372, -0.052, -1.192], [-4.398, -1.966, 1.100], [0.900, 0.505, 5.671], [-2.796, -2.541, 0.587], [-0.884, 0.185, -7.148], [4.369, -0.111, -1.197], [-3.036, 1.124, -1.425], [3.314, 0.969, 2.699], [0.010, 1.648, -7.700], [2.750, -0.682, -1.736], [-4.714, 1.093, 1.626]], "spin_multiplicity": 3, "homo_lumo_gap_ev": [7.30, 8.08], "s2": 2.003, "charge": 2}

---

{"formula": "C6H10", "method": "ωB97M-V/def2-TZVPD", "elements": ["C", "C", "C", "C", "C", "C", "H", "H", "H", "H", "H", "H", "H", "H", "H", "H"], "positions_angstrom": [[1.142, -0.030, 0.230], [-1.013, -0.888, 0.504], [0.290, 0.560, -0.870], [-1.139, 0.075, -0.659], [0.219, -0.900, 1.015], [1.334, -0.465, -1.202], [0.554, -1.510, 1.850], [2.220, -0.119, -1.732], [-1.546, -0.408, -1.556], [-1.842, -1.495, 0.857], [-1.815, 0.905, -0.413], [0.457, 1.576, -1.214], [1.009, -1.472, -1.456], [1.921, 0.542, 0.724], [-0.542, 1.829, 1.849], [-1.250, 1.801, 2.073]], "smiles": "C1=C[C@H]2C[C@H]2C1.[H][H]", "homo_lumo_gap_ev": 10.15}

---

{"formula": "C2H7Cl3Si2", "method": "ωB97M-V/def2-TZVPD", "elements": ["Cl", "Cl", "Cl", "Si", "Si", "C", "C", "H", "H", "H", "H", "H", "H", "H"], "positions_angstrom": [[-1.733, -1.198, 2.462], [1.447, -1.275, 3.038], [-0.144, 1.387, 4.053], [-1.492, 0.761, -1.788], [-0.109, -0.120, 2.618], [0.999, -0.757, -1.277], [0.164, 0.493, -1.562], [0.388, -1.590, -1.565], [-1.530, 2.228, -1.767], [0.812, 1.397, -1.478], [1.452, -0.693, -0.201], [-2.334, -0.347, -1.950], [0.188, 0.522, 1.291], [1.893, -0.809, -1.874]], "smiles": "Cl[SiH](Cl)Cl.CC=[SiH2]", "homo_lumo_gap_ev": 8.67}

---

{"formula": "C4H7NO2", "method": "ωB97M-V/def2-TZVPD", "elements": ["O", "O", "N", "C", "C", "C", "C", "H", "H", "H", "H", "H", "H", "H"], "positions_angstrom": [[0.775, 0.004, 2.588], [0.438, 0.466, -1.896], [1.346, 1.003, 0.616], [-0.018, -1.002, 0.567], [-1.077, -0.479, -0.367], [-0.733, 0.213, -1.565], [0.743, 0.062, 1.373], [-1.595, 0.291, -2.250], [0.721, -1.547, -0.047], [-1.284, 1.055, -0.627], [-2.007, -1.060, -0.369], [1.262, 0.968, -0.404], [-0.431, -1.706, 1.295], [1.861, 1.730, 1.086]], "homo_lumo_gap_ev": 9.50}

---

{"formula": "C2H2NO2S", "method": "ωB97M-V/def2-TZVPD", "elements": ["S", "O", "O", "N", "C", "C", "H", "H"], "positions_angstrom": [[1.304, 0.044, 0.487], [2.443, 0.061, -0.478], [0.333, -1.289, 0.103], [0.011, 0.878, -0.288], [-1.300, 0.686, 0.373], [-0.731, -0.343, -0.426], [-1.061, 0.781, 1.519], [-0.998, -0.819, -1.291]], "homo_lumo_gap_ev": 6.34, "charge": -1}

---

{"formula": "C21H26N2O5S", "method": "ωB97M-V/def2-TZVPD", "elements": ["S", "O", "O", "O", "O", "O", "N", "N", "C", "C", "C", "C", "C", "C", "C", "C", "C", "C", "C", "C", "C", "C", "C", "C", "C", "C", "C", "C", "C", "H", "H", "H", "H", "H", "H", "H", "H", "H", "H", "H", "H", "H", "H", "H", "H", "H", "H", "H", "H", "H", "H", "H", "H", "H", "H"], "positions_angstrom": [[-2.718, 1.980, 1.282], [1.531, -2.752, -4.811], [3.184, -1.116, -3.416], [1.549, -1.256, 1.287], [-2.826, 2.863, 2.405], [-3.572, 2.179, 0.148], [-3.047, 0.453, 1.855], [-1.405, -1.866, 1.777], [3.077, 1.979, -0.541], [1.347, -2.605, -3.485], [-3.301, -0.602, 0.909], [0.132, -3.147, -1.475], [0.328, -3.290, -2.835], [-0.278, -2.756, 1.520], [-2.346, 0.003, 3.030], [1.298, 2.379, 1.202], [0.623, 1.629, -0.970], [-1.013, 2.016, 0.723], [0.950, -2.305, -0.725], [-1.075, -0.773, 2.679], [3.985, 1.273, 0.469], [1.982, -1.623, -1.381], [1.638, 1.985, -0.088], [2.186, -1.764, -2.733], [0.825, -2.062, 0.727], [-0.703, 1.649, -0.571], [-2.027, -1.372, 0.558], [-0.023, 2.392, 1.610], [3.548, 3.416, -0.785], [4.167, 1.908, 1.332], [3.125, 1.446, -1.498], [3.527, 0.352, 0.821], [3.717, -0.607, -2.795], [-2.290, -2.226, -0.068], [-0.328, -0.093, 2.243], [-3.022, -0.647, 3.596], [3.485, 3.997, 0.132], [0.135, -3.046, 2.490], [-0.305, 2.700, 2.604], [-0.668, -3.704, -1.016], [-0.654, -3.648, 1.019], [-2.116, 0.885, 3.627], [2.621, -0.979, -0.794], [-0.653, -1.203, 3.591], [-1.349, -0.716, -0.012], [4.581, 3.421, -1.127], [-1.501, 1.397, -1.252], [4.949, 1.044, 0.017], [2.069, 2.672, 1.898], [-3.737, -0.142, 0.023], [0.868, 1.333, -1.980], [-0.303, -3.937, -3.422], [2.929, 3.897, -1.538], [-4.028, -1.288, 1.357], [2.287, -2.209, -5.078]], "smiles": "CC(C)c1ccc(S(=O)(=O)N2CCN(CC(=O)c3ccc(O)c(O)c3)CC2)cc1", "homo_lumo_gap_ev": 8.56}

---

{"formula": "C16H23Br2ClIN2O6S", "method": "ωB97M-V/def2-TZVPD", "elements": ["I", "Br", "Br", "Cl", "S", "O", "O", "O", "O", "O", "O", "N", "N", "C", "C", "C", "C", "C", "C", "C", "C", "C", "C", "C", "C", "C", "C", "C", "C", "H", "H", "H", "H", "H", "H", "H", "H", "H", "H", "H", "H", "H", "H", "H", "H", "H", "H", "H", "H", "H", "H", "H"], "positions_angstrom": [[0.945, -4.721, 1.590], [3.731, 2.715, -1.049], [1.076, 2.729, 0.860], [-1.767, 4.683, -0.705], [-1.551, 3.998, -2.631], [-0.987, -2.689, -0.946], [-3.730, -3.525, -0.215], [-0.215, 4.274, -3.050], [2.455, -2.652, 3.556], [-2.528, 4.552, -3.501], [1.030, -3.229, -1.694], [2.339, -0.743, 2.319], [-5.185, -0.892, 0.784], [1.417, -0.626, 0.197], [4.700, 2.589, 1.568], [-1.821, 2.222, -2.488], [-3.205, -2.233, -0.026], [2.041, 0.008, 1.240], [0.351, -2.675, -0.853], [-1.701, -2.269, 0.241], [1.092, 0.109, -1.092], [2.068, -2.036, 2.427], [-0.408, 0.494, -1.242], [2.477, 1.458, 1.327], [-0.505, 1.426, -2.480], [1.412, -2.681, 1.423], [-3.892, -1.464, 1.121], [3.860, 1.714, 0.613], [1.070, -1.987, 0.285], [2.800, -0.297, 3.108], [-4.166, -3.550, -1.071], [1.655, 1.029, -1.208], [-0.515, 0.764, -3.350], [3.268, -3.157, 3.402], [4.780, 2.155, 2.568], [-1.426, -1.262, 0.559], [-0.966, -0.405, -1.493], [4.151, 3.532, 1.677], [-1.511, -3.001, 1.034], [-3.257, -0.624, 1.428], [4.402, 0.774, 0.496], [-5.827, -1.585, 0.424], [-0.789, 1.018, -0.365], [5.659, 2.857, 1.130], [-2.400, 1.950, -3.372], [2.672, 1.656, 2.383], [-2.464, 2.006, -1.633], [-3.955, -2.115, 2.000], [0.383, 2.051, -2.581], [-5.042, -0.139, 0.125], [-3.345, -1.622, -0.932], [1.324, -0.583, -1.908]], "smiles": "C[C@H](Br)[C@@H](Br)c1[nH+]c(O)c(I)c(C(=O)OC[C@@H](O)CN)c1CCCCS(=O)(=O)Cl", "homo_lumo_gap_ev": 7.19, "charge": 1}

---

{"formula": "C12H14BF5N6Pb", "method": "ωB97M-V/def2-TZVPD", "elements": ["Pb", "F", "F", "F", "F", "F", "N", "N", "N", "N", "N", "N", "C", "C", "C", "C", "C", "C", "C", "C", "C", "C", "C", "C", "B", "H", "H", "H", "H", "H", "H", "H", "H", "H", "H", "H", "H", "H", "H"], "positions_angstrom": [[0.724, 0.470, 1.685], [-1.629, 2.048, 3.585], [-2.549, -0.867, 1.793], [-1.858, -0.056, 4.262], [-3.599, 1.063, 3.505], [-2.443, 1.187, 0.996], [2.007, -0.517, -0.026], [0.443, 2.086, 0.069], [1.896, -0.243, -1.364], [-0.466, -0.174, -1.980], [0.587, 2.007, -1.304], [-0.926, -0.643, -0.767], [3.561, -1.697, -1.120], [0.197, 3.378, 0.384], [0.203, -3.142, 2.872], [0.230, 4.155, -0.776], [0.460, 3.236, -1.809], [-1.275, -0.554, -2.981], [-2.300, -1.321, -2.435], [2.835, -0.935, -2.025], [-2.271, 0.864, 3.343], [-2.021, -1.363, -1.054], [-1.917, 0.343, 1.948], [2.988, -1.447, 0.134], [0.836, 0.676, -2.072], [1.126, 0.862, -3.226], [0.744, -3.928, 2.342], [3.193, -1.890, 1.103], [0.124, 5.225, -0.896], [0.023, 3.629, 1.414], [-3.112, -1.782, -2.976], [-0.754, -3.587, 3.197], [-2.557, -1.910, -0.274], [-1.048, -0.243, -3.989], [4.370, -2.351, -1.383], [0.806, -2.705, 3.676], [2.862, -0.823, -3.090], [0.553, 3.330, -2.890], [-0.042, -2.381, 2.130]], "homo_lumo_gap_ev": [2.78, 3.77], "charge": 4}

---

{"formula": "C11H15FN2", "method": "ωB97M-V/def2-TZVPD", "elements": ["F", "N", "N", "C", "C", "C", "C", "C", "C", "C", "C", "C", "C", "C", "H", "H", "H", "H", "H", "H", "H", "H", "H", "H", "H", "H", "H", "H", "H"], "positions_angstrom": [[-2.378, 2.258, -0.353], [0.635, -1.907, 0.507], [0.747, -0.318, 0.183], [2.062, 1.569, -0.684], [-3.997, 0.665, -0.376], [-0.304, 0.409, 0.170], [2.022, 0.208, -0.064], [2.662, 0.504, 1.424], [-2.699, 0.996, -0.169], [-4.403, -0.701, -0.214], [-1.682, 0.037, 0.205], [-3.509, -1.644, 0.249], [2.838, -0.778, -0.856], [-2.157, -1.280, 0.464], [2.908, 1.902, -1.212], [-4.688, 1.476, -0.669], [-3.721, -2.688, 0.148], [1.403, 1.750, -1.584], [1.833, 2.403, -0.033], [3.821, -0.332, -1.364], [1.921, 1.015, 1.958], [3.585, 1.210, 1.439], [3.414, -1.504, -0.166], [-1.459, -2.095, 0.695], [1.621, -2.051, 0.520], [-0.137, 1.519, -0.127], [2.145, -1.227, -1.591], [2.928, -0.399, 1.884], [-5.410, -0.998, -0.384]], "homo_lumo_gap_ev": [7.41, 7.40]}

---

So what do the calculations give for E_tot? Going down the list: -644.92369; -340.75182; -893.72425; -2482.55427; -234.53296; -2040.00495; -361.77215; -680.70959; -1699.72248; -7488.26004; -1509.23536; -637.36236 hartree.